Below is C25H29FN4O4S2 in the gas phase, with properties calculated with ωB97M-V/def2-TZVPD.

Computed properties:
LUMO energy: 0.42 eV
2S+1: 1
Energy relative to the best compared isomer or geometry (same formula, charge and spin): 0.00 kJ/mol
SMILES: COCCn1c(-c2ccc(F)cc2)cnc1SCC(=O)Nc1ccc(S(=O)(=O)N2CCCCC2)cc1
Frontier orbital gap: 8.8841 eV
Energy: -2386.30535 Ha

Element x y z (Å)
C: -6.140 -1.527 1.552
O: -6.670 -1.461 0.250
C: -5.945 -2.159 -0.734
C: -4.986 -1.252 -1.528
N: -3.886 -0.777 -0.731
C: -3.770 0.445 -0.096
C: -4.700 1.556 -0.253
C: -5.232 2.169 0.880
C: -6.108 3.230 0.760
C: -6.445 3.676 -0.505
F: -7.303 4.708 -0.629
C: -5.918 3.101 -1.647
C: -5.042 2.040 -1.515
C: -2.633 0.360 0.664
N: -2.051 -0.860 0.508
C: -2.830 -1.520 -0.322
S: -2.575 -3.157 -0.871
C: -1.232 -3.685 0.245
C: 0.151 -3.296 -0.274
O: 0.907 -4.120 -0.735
N: 0.392 -1.970 -0.132
C: 1.514 -1.247 -0.522
C: 2.625 -1.832 -1.131
C: 3.702 -1.043 -1.491
C: 3.675 0.317 -1.246
S: 5.113 1.316 -1.621
O: 5.839 0.711 -2.698
O: 4.706 2.686 -1.738
N: 6.064 1.201 -0.259
C: 5.538 1.831 0.927
C: 6.669 2.049 1.930
C: 7.340 0.715 2.250
C: 7.830 0.068 0.957
C: 6.663 -0.090 -0.016
C: 2.580 0.909 -0.644
C: 1.498 0.131 -0.286
H: -6.052 -2.566 1.890
H: -5.161 -1.044 1.632
H: -6.847 -1.000 2.190
H: -6.682 -2.555 -1.440
H: -5.392 -2.998 -0.296
H: -5.551 -0.391 -1.887
H: -4.588 -1.817 -2.376
H: -4.961 1.802 1.858
H: -6.531 3.709 1.629
H: -6.189 3.486 -2.617
H: -4.597 1.607 -2.399
H: -2.186 1.103 1.292
H: -1.434 -3.250 1.223
H: -1.304 -4.772 0.281
H: -0.382 -1.411 0.258
H: 2.632 -2.892 -1.321
H: 4.563 -1.467 -1.982
H: 5.102 2.780 0.613
H: 4.751 1.208 1.385
H: 7.400 2.728 1.492
H: 6.268 2.505 2.837
H: 8.177 0.870 2.933
H: 6.622 0.053 2.739
H: 8.588 0.703 0.497
H: 8.270 -0.909 1.158
H: 7.003 -0.466 -0.981
H: 5.923 -0.792 0.404
H: 2.587 1.976 -0.485
H: 0.630 0.578 0.175

Atomic forces in eV per Å
C 0.044 -0.036 0.149
O -0.002 0.146 -0.271
C 0.068 0.107 -0.207
C -0.731 -0.506 0.070
N 0.449 0.111 0.233
C 0.460 0.223 0.377
C -0.141 0.098 -0.044
C 0.012 -0.066 -0.200
C -0.129 0.230 -0.147
C 0.096 -0.095 0.048
F 0.068 -0.090 0.009
C -0.166 0.139 0.045
C -0.002 0.078 0.187
C -0.524 0.181 -0.235
N -0.185 -0.443 -0.040
C 0.285 -0.031 0.211
S 0.064 -0.318 -0.125
C -0.199 0.099 -0.213
C -0.333 0.041 0.251
O 0.169 -0.267 -0.144
N -0.070 0.315 0.153
C 0.304 0.002 -0.148
C 0.027 -0.125 -0.030
C 0.001 0.006 -0.024
C 0.670 0.457 -0.205
S -0.029 -0.019 0.083
O -0.042 -0.310 0.157
O -0.182 -0.065 0.276
N -0.348 0.227 -0.885
C -0.195 0.553 0.405
C -0.177 -0.254 -0.011
C 0.201 0.174 -0.111
C -0.294 -0.058 0.086
C 0.445 -0.532 -0.135
C -0.132 0.075 0.048
C 0.088 -0.066 -0.031
H -0.007 0.034 0.005
H 0.022 0.004 0.008
H 0.055 -0.028 0.080
H 0.114 -0.039 0.012
H -0.061 0.022 -0.029
H 0.115 -0.151 -0.055
H -0.066 0.124 -0.047
H 0.003 -0.068 0.090
H -0.058 0.067 0.071
H -0.039 0.069 -0.080
H 0.033 -0.044 -0.063
H 0.004 0.277 0.093
H 0.020 -0.064 0.042
H 0.064 0.110 0.011
H 0.187 -0.265 -0.063
H 0.001 0.001 -0.008
H 0.070 -0.138 -0.063
H -0.039 -0.023 0.202
H 0.032 0.044 -0.015
H 0.015 0.099 0.006
H -0.008 0.054 -0.021
H -0.033 -0.052 0.065
H -0.009 -0.041 0.072
H 0.082 -0.019 -0.052
H 0.029 -0.008 -0.052
H 0.032 -0.149 0.139
H 0.045 0.017 -0.026
H -0.091 0.125 0.052
H -0.086 0.066 0.043

Mulliken population analysis, charges in e, atoms 1 to 2: atom 1 (C): -0.538, atom 2 (O): -0.402

---

Below is C3HNO2 in the gas phase at a distorted geometry, with properties calculated with ωB97M-V/def2-TZVPD.

Computed properties:
LUMO energy: -2.40 eV
2S+1: 1
Energy relative to the best compared isomer or geometry (same formula, charge and spin): 144.21 kJ/mol
SMILES: N#CC(=O)C=O
Frontier orbital gap: 8.9895 eV
Energy: -320.04435 Ha

Element x y z (Å)
N: -0.367 -1.713 -1.777
C: -0.657 -0.948 -0.850
C: -0.391 -0.260 0.597
O: -0.796 -0.995 1.478
C: 0.567 0.962 0.269
O: 1.075 1.747 1.080
H: 0.570 1.206 -0.797

Atomic forces in eV per Å
N -2.140 5.013 5.840
C 2.561 -3.887 -4.601
C -0.910 -4.030 -1.342
O 1.475 3.271 -0.893
C 0.306 3.168 3.337
O -1.467 -3.005 -2.082
H 0.175 -0.530 -0.259

Mulliken population analysis, charges in e, atoms 1 to 2: atom 1 (N): -0.383, atom 2 (C): 0.179

---

Below is C3H5NO2S2 in the gas phase at a distorted geometry, with properties calculated with ωB97M-V/def2-TZVPD.

Computed properties:
LUMO energy: 0.06 eV
2S+1: 1
Energy relative to the best compared isomer or geometry (same formula, charge and spin): 254.25 kJ/mol
SMILES: NC(=S)OCSC=O
Frontier orbital gap: 8.6716 eV
Energy: -1118.85055 Ha

Element x y z (Å)
N: -1.164 1.132 -0.396
C: -1.847 -0.087 -0.174
S: -3.434 -0.466 -0.534
O: -1.155 -1.098 0.500
C: 0.179 -1.010 0.715
S: 1.422 -1.414 -0.728
C: 2.290 0.227 -0.609
O: 1.854 1.070 0.202
H: -1.812 2.037 -0.515
H: -0.213 1.323 0.221
H: 0.327 -0.075 1.258
H: 0.329 -1.991 1.356
H: 3.224 0.351 -1.297

Atomic forces in eV per Å
N 0.253 1.064 2.129
C -0.328 0.709 0.535
S 1.457 0.784 0.023
O -1.989 1.000 -2.414
C 1.468 -3.178 1.696
S -0.251 2.516 1.082
C -1.357 0.778 1.580
O 2.088 -1.775 -2.841
H 1.928 -3.146 0.324
H -3.212 -0.581 -2.276
H 1.285 -0.426 -0.180
H 0.202 2.350 -0.856
H -1.544 -0.096 1.198

Mulliken population analysis, charges in e, atoms 1 to 2: atom 1 (N): -0.407, atom 2 (C): 0.358